P) ORCA calculation (ωB97M-V with the def2-TZVPD basis set) on a gas-phase ion, C5H11N4 (charge +1).

The geometry in XYZ format:
```
20
Properties=species:S:1:pos:R:3:lowdin_charge:R:1
N -0.51589 1.87866 0.12256 0.12
H -3.04345 -0.20778 1.49687 0.10
H 2.04690 -1.45319 0.75584 0.16
C 1.33486 0.33312 -0.03502 -0.40
H -3.74245 0.15491 -0.19009 0.13
H -3.20155 -1.57839 0.33979 0.11
H -1.03332 -1.92014 -0.29453 0.07
N -1.50712 1.24564 -0.18510 0.12
N -0.74908 -0.99116 -0.29863 0.20
H 0.53850 1.20652 1.69494 0.20
H 2.72023 0.22836 1.60815 0.12
H 3.29260 -0.19496 0.10841 0.05
H 2.34739 0.65969 -1.91565 0.16
N 0.59674 1.09498 0.66463 0.10
C 1.31959 0.35201 -1.45381 -0.02
C -3.00194 -0.47493 0.43877 -0.02
H 0.54708 0.94701 -1.84543 0.07
H 1.24755 -0.78840 -1.64143 0.15
C 2.47212 -0.35489 0.67285 0.03
C -1.66876 -0.13706 -0.04312 -0.44
```

Computed properties:
- Total charge: +1
- HOMO: -14.47 eV
- SMILES: [H]/N=C(C)/N=N\[NH+]=C(C)C
- Orbital gap: 9.585 eV

Q) ORCA calculation (ωB97M-V with the def2-TZVPD basis set) on a gas-phase ion, C5H11N4 (charge +1).

The geometry in XYZ format:
```
20
Properties=species:S:1:pos:R:3:lowdin_charge:R:1
C 1.76654 0.74398 1.04880 -0.13
H -1.98717 -1.07252 1.33352 0.10
H -2.39761 -0.39906 -0.88754 0.08
N -0.53015 -0.55829 -0.03488 -0.21
H -0.65601 -0.03367 1.89558 0.10
H -0.90602 -2.13722 -1.37310 0.12
C 1.82386 2.30088 -0.36946 -0.18
H 1.94350 -0.07946 1.72297 0.13
H 0.54769 -1.29012 -1.63695 0.12
H -1.89426 1.12661 -0.24784 0.11
C -0.96669 -0.87348 1.30215 0.00
H -1.18096 0.42295 -1.79608 0.09
H -0.35692 -1.67738 1.75457 0.13
C -0.09146 -1.66748 -0.85656 0.01
N 0.70481 0.64657 0.16750 -0.01
H 0.41797 -2.33195 -0.17548 0.11
N 2.48553 1.72877 0.64385 0.11
H 2.11852 3.25874 -0.93695 0.16
C -1.60818 0.27481 -0.83728 0.07
N 0.76702 1.61729 -0.71681 0.08
```

Computed properties:
- Total charge: +1
- HOMO: -14.35 eV
- SMILES: C[N+](C)(C)n1cncn1
- Orbital gap: 9.464 eV

R) ORCA calculation (ωB97M-V with the def2-TZVPD basis set) on a gas-phase ion, C5H11N4 (charge +1).

The geometry in XYZ format:
```
20
Properties=species:S:1:pos:R:3:lowdin_charge:R:1
H -1.69229 2.09031 -0.63456 0.08
N 1.34617 -0.80892 -0.45748 -0.15
H 1.59637 -1.36630 1.56178 0.12
H -3.24322 1.60369 -1.54253 0.15
C -2.52351 1.37906 -0.60768 -0.06
H -2.84675 -0.80488 -0.22716 0.16
C -2.11389 -0.02434 -0.52706 -0.09
H -0.36589 0.09154 1.75096 0.07
H 1.55937 -2.21500 -2.76734 0.10
C 0.63844 0.57687 1.52544 -0.10
H 2.68365 0.08536 1.08121 0.15
N -0.88295 -0.34517 -0.55969 0.05
H 3.35083 -1.98970 -2.60684 0.06
C 2.41978 -1.87637 -2.17493 0.04
N 0.14547 -0.78822 -1.03724 0.18
H 0.45451 1.36451 0.70279 0.09
H 1.09402 0.95051 2.51530 0.11
N 2.43665 -1.12157 -1.17239 0.02
H -3.30375 1.66642 0.23601 0.14
C 1.68480 -0.45976 0.96531 -0.13
```

Computed properties:
- Total charge: +1
- HOMO (spin up / spin down): -13.80 / -13.80 eV
- SMILES: C=N/[N+](CC)=N/N=C/C
- Orbital gap (spin up / spin down): 9.177 / 9.178 eV

Going by the energies, Q) is most stable and the next is 17.6 kJ/mol up.

P) ORCA calculation (ωB97M-V with the def2-TZVPD basis set) on C3H6N2O2S in the gas phase.

The geometry in XYZ format:
```
14
Properties=species:S:1:pos:R:3:lowdin_charge:R:1
H 2.48249 -1.68482 0.41041 0.13
O -1.64391 -0.07268 -1.36382 0.10
C 1.85439 0.08541 -0.36439 -0.93
H -2.42595 0.02355 1.65389 0.11
O -0.42480 0.55842 0.50661 -0.03
C 0.61982 0.98719 -0.29998 -0.22
C -1.52378 0.01841 -0.15384 -0.56
H -3.28555 -0.66554 0.34057 0.10
N 1.67740 -1.03511 0.31584 0.10
H 0.34073 1.07338 -1.36840 0.13
N -2.40966 -0.49139 0.77649 0.17
H 0.76813 -1.24992 0.71442 0.11
H 0.84685 1.96775 0.10345 0.13
S 3.12384 0.48535 -1.27126 0.66
```

Computed properties:
- Total charge: 0
- HOMO: -8.48 eV
- SMILES: NC(=O)OCC(N)=S
- Orbital gap: 8.990 eV

Q) ORCA calculation (ωB97M-V with the def2-TZVPD basis set) on C3H6N2O2S in the gas phase.

The geometry in XYZ format:
```
14
Properties=species:S:1:pos:R:3:lowdin_charge:R:1
N -0.31490 0.23488 0.02113 -0.17
H -0.53435 1.37471 -1.67987 0.14
C -0.70499 1.38751 -0.60425 -0.24
O -0.02022 -2.30081 0.97972 0.03
C 0.74413 -2.00247 -0.06540 -0.87
N -1.23909 2.30418 0.09379 0.09
O -0.33309 0.34448 1.42373 -0.03
C 0.84685 -0.51808 -0.39714 -0.16
S 1.54601 -3.12365 -0.92403 0.72
H 1.76701 -0.09173 0.10860 0.16
H -0.35157 -1.50502 1.39405 0.07
H -1.54355 3.10145 -0.44948 0.06
H -0.84018 1.20163 1.55493 0.10
H 0.97793 -0.40709 -1.45578 0.11
```

Computed properties:
- Total charge: 0
- HOMO: -8.84 eV
- SMILES: [H]/N=C/N(O)CC(O)=S
- Orbital gap: 9.269 eV

Going by the energies, P) is most stable and the next is 261.6 kJ/mol up.

P) ORCA calculation (ωB97M-V with the def2-TZVPD basis set) on C3H6N2O2S in the gas phase.

The geometry in XYZ format:
```
14
Properties=species:S:1:pos:R:3:lowdin_charge:R:1
H 2.59881 -1.06595 1.04097 0.11
H -0.33606 1.46567 0.88332 -0.04
O -2.95595 0.28548 -1.26745 -0.36
C 2.47779 -0.21465 0.33351 -0.04
C -0.89793 1.56548 0.03353 -0.19
H 2.79578 0.62339 0.97805 0.11
O -2.83223 0.11636 1.18558 -0.34
N -1.05825 -1.21330 -0.27530 -0.07
C 1.10423 -0.36710 -0.02829 -0.04
H -1.44569 -1.80023 -1.04666 0.14
H 2.99052 -0.19915 -0.63900 0.10
N 0.16974 -1.11136 -0.18276 -0.03
S -2.14463 0.39205 -0.05072 0.63
H -0.46612 1.52331 -0.96479 0.01
```

Computed properties:
- Total charge: 0
- HOMO (spin up / spin down): -8.63 / -8.63 eV
- Orbital gap (spin up / spin down): 7.940 / 7.939 eV

Q) ORCA calculation (ωB97M-V with the def2-TZVPD basis set) on C3H6N2O2S in the gas phase.

The geometry in XYZ format:
```
14
Properties=species:S:1:pos:R:3:lowdin_charge:R:1
N -1.10583 0.34814 -0.97032 0.12
H 0.63462 1.19548 -1.49725 0.13
H 1.76654 0.62387 0.66771 0.07
S -0.28299 -2.31904 0.10124 0.77
H 1.90675 -1.65988 0.82600 0.05
H -0.18742 1.94185 -0.12447 0.10
C 0.04348 1.01663 -0.56574 -0.21
N -2.11900 0.45964 -0.07248 -0.51
H 1.82180 -1.48377 -0.86206 0.08
O -2.16083 1.51036 0.51639 0.06
C 0.92255 0.10119 0.46421 -0.21
O -2.82007 -0.49390 0.15528 0.02
C 1.27821 -1.31360 0.06909 -0.55
H 0.30219 0.07305 1.29241 0.07
```

Computed properties:
- Total charge: 0
- HOMO (spin up / spin down): -9.25 / -9.27 eV
- Orbital gap (spin up / spin down): 5.727 / 5.738 eV

Going by the energies, P) is most stable and the next is 177.9 kJ/mol up.

P) ORCA calculation (ωB97M-V with the def2-TZVPD basis set) on C3H6N2O2S in the gas phase.

The geometry in XYZ format:
```
14
Properties=species:S:1:pos:R:3:lowdin_charge:R:1
O 3.20210 -0.53609 -0.88844 -0.27
O 2.75516 1.36839 0.75534 -0.29
N 1.07987 -0.55907 0.66882 -0.11
C 0.78281 -1.86306 0.13765 -0.12
H 1.28169 -2.25323 -0.69181 0.07
H -1.36021 3.04012 0.05496 0.07
C -1.13754 1.96856 -0.02704 0.06
H -1.87657 1.15134 -0.00732 0.07
S 2.29818 0.21061 -0.01954 0.63
H 0.89709 -2.63041 0.88119 0.09
H 0.78214 2.43544 -0.19432 0.07
H -0.24546 -1.84092 0.04544 0.07
N 0.82066 0.50906 -0.59365 -0.08
C 0.12766 1.64268 -0.25847 -0.27
```

Computed properties:
- Total charge: 0
- HOMO: -10.06 eV
- SMILES: C=CN1N(C)S1(=O)=O
- Orbital gap: 10.124 eV

Q) ORCA calculation (ωB97M-V with the def2-TZVPD basis set) on C3H6N2O2S in the gas phase.

The geometry in XYZ format:
```
14
Properties=species:S:1:pos:R:3:lowdin_charge:R:1
O -2.94704 0.27208 1.12387 -0.34
H 2.73758 -0.26907 0.23556 0.09
H 1.86318 0.26189 -1.29724 0.11
C 1.90181 -0.51759 -0.46400 -0.05
H 2.06088 -1.47496 -0.91025 0.07
S -1.99511 0.34700 0.00091 0.57
N -0.21294 -1.41178 0.03325 -0.01
H 0.71869 -0.30654 1.40282 0.10
N -1.39404 -1.27119 -0.01217 0.02
H -0.28558 1.59611 1.18014 0.01
C -0.66573 1.43201 0.23568 -0.09
O -2.43531 0.51198 -1.36608 -0.31
H -0.06753 1.47548 -0.60451 0.00
C 0.72114 -0.64544 0.44202 -0.18
```

Computed properties:
- Total charge: 0
- HOMO (spin up / spin down): -9.15 / -9.17 eV
- Orbital gap (spin up / spin down): 7.462 / 7.483 eV

Going by the energies, P) is most stable and the next is 103.4 kJ/mol up.